No. 1
Formula: C12H14NO2
Source: the OMol25 dataset
Level of theory: ωB97M-V/def2-TZVPD

**Charge**: -1
**HOMO**: -3.605 eV
**2S+1**: 1
**Energy relative to the best compared isomer or geometry (same formula, charge and spin)**: 32.11 kcal/mol
**E_LUMO**: 3.0 eV

Atoms and positions in Å:
1 C -3.00469 1.79781 0.87090
2 C -0.91651 -0.90193 -0.77048
3 C -1.44407 -0.31700 0.42231
4 C -2.28627 0.77795 0.03153
5 C -2.19579 0.88240 -1.32574
6 C -0.01289 -1.94485 -0.67449
7 C 0.22346 -2.54401 0.53794
8 C -1.17591 -0.88558 1.66991
9 C -0.26483 -1.95017 1.71471
10 N -1.53984 -0.23916 -1.80723
11 H -1.17211 -0.36771 -2.73362
12 H 0.40822 -2.33760 -1.60019
13 H -2.68292 1.47785 -2.08396
14 H 0.69834 -3.50513 0.68425
15 H -1.47623 -0.35544 2.56630
16 H -2.59812 1.86884 1.87541
17 H -4.07970 1.64170 0.87468
18 H -0.08626 -2.40278 2.68280
19 H -2.64833 2.75964 0.48962
20 C 2.66017 0.69484 -0.95940
21 C 1.67856 1.19010 0.09774
22 C 3.85231 -0.04136 -0.25457
23 O 4.21553 0.36444 0.89250
24 O 4.41128 -0.95927 -0.90147
25 H 2.21346 -0.08027 -1.58619
26 H 2.98520 1.45370 -1.67409
27 H 1.02879 0.35207 0.32880
28 H 1.04866 1.98092 -0.35182
29 H 2.16050 1.59001 0.98387

Taken from the Löwdin analysis, the atomic charges in e are: number 1, C, carries -0.0501; number 2, C, carries -0.2254; number 3, C, carries -0.1659; number 4, C, carries -0.2359; number 5, C, carries -0.0644; number 6, C, carries -0.0410; number 7, C, carries -0.0852; number 8, C, carries -0.0307; number 9, C, carries -0.0915; number 10, N, carries 0.0664; number 11, H, carries 0.1435; number 12, H, carries 0.1151; number 13, H, carries 0.1168; number 14, H, carries 0.1014; number 15, H, carries 0.1018; number 16, H, carries 0.0651; number 17, H, carries 0.0710; number 18, H, carries 0.0908; number 19, H, carries 0.0774; number 20, C, carries -0.1886; number 21, C, carries -0.1178; number 22, C, carries -0.7385; number 23, O, carries -0.1175; number 24, O, carries -0.1170; number 25, H, carries 0.0726; number 26, H, carries 0.0889; number 27, H, carries 0.0360; number 28, H, carries 0.0609; number 29, H, carries 0.0617

No. 2
Formula: C18H37Cl2NO17
Source: the OMol25 dataset
Level of theory: ωB97M-V/def2-TZVPD

**Charge**: +1
**HOMO (alpha / beta)**: -12.671 / -12.671 eV
**2S+1**: 2
**E_LUMO (alpha / beta)**: -4.4 / -10.1 eV

Atoms and positions in Å:
1 Cl -5.95232 6.46745 -11.20459
2 C -4.44661 6.50449 -10.28638
3 C -3.67148 7.77887 -10.66006
4 Cl -4.58073 9.28737 -10.18417
5 H -3.88968 5.57418 -10.39795
6 H -4.83590 6.50385 -9.26827
7 H -3.57845 7.90110 -11.73918
8 H -2.67832 7.88493 -10.22359
9 C -7.46316 4.97630 -21.31819
10 N -6.62173 5.85004 -20.39173
11 O -7.11706 6.89148 -19.99598
12 O -5.56323 5.40725 -20.01616
13 H -7.87432 4.17854 -20.69963
14 H -6.66729 4.66761 -21.99599
15 H -8.23446 5.42503 -21.94414
16 C -6.06846 2.01619 -20.05821
17 O -6.42802 2.11354 -21.43532
18 C -7.07655 1.08841 -22.06048
19 O -7.22276 -0.08887 -21.64606
20 O -7.43514 1.50437 -23.24227
21 C -8.32398 0.71278 -24.07582
22 H -5.37349 1.18071 -19.97387
23 H -7.00644 1.69617 -19.60446
24 H -5.58287 2.92159 -19.69413
25 H -8.89517 1.29713 -24.79719
26 H -9.11898 0.37978 -23.40859
27 H -7.77298 -0.16107 -24.42352
28 C -9.32194 6.29198 -15.30646
29 O -8.50019 7.26290 -15.85013
30 C -8.99037 8.26858 -16.58200
31 O -10.15008 8.38230 -17.05144
32 O -7.98878 9.13318 -16.59238
33 C -8.11428 10.50433 -16.87716
34 H -10.11765 6.08169 -16.02111
35 H -9.62051 6.64211 -14.31835
36 H -8.75163 5.39605 -15.06120
37 H -7.28626 10.96283 -16.33655
38 H -9.10944 10.90840 -16.69143
39 H -7.88173 10.76140 -17.91057
40 C -4.79943 10.91090 -15.99827
41 O -4.74590 9.51301 -16.33587
42 C -4.33901 8.71317 -15.35275
43 O -4.23124 9.01863 -14.16600
44 O -4.11799 7.46540 -15.89048
45 C -3.65065 6.44514 -15.05167
46 H -5.49979 11.23302 -15.22766
47 H -5.12220 11.44008 -16.89487
48 H -3.82329 11.20077 -15.60938
49 H -2.70589 6.68464 -14.56365
50 H -3.56824 5.48738 -15.56547
51 H -4.26715 6.28544 -14.16705
52 C -4.98336 3.75170 -13.01176
53 O -5.20789 3.86335 -14.47011
54 C -5.92967 2.88021 -15.08923
55 O -6.30338 1.84482 -14.50842
56 O -6.48478 3.28617 -16.24228
57 C -6.18937 4.49198 -16.90003
58 H -5.81915 3.26671 -12.50743
59 H -4.65857 4.68727 -12.55644
60 H -4.15546 3.07443 -12.80203
61 H -6.56684 4.43097 -17.92076
62 H -5.10720 4.55075 -17.01640
63 H -6.29890 5.41768 -16.33506
64 C -10.30217 2.94171 -17.57024
65 O -10.95969 3.74527 -18.51608
66 C -10.33753 4.90216 -18.96475
67 O -9.22918 5.31585 -18.67510
68 O -11.16866 5.55857 -19.76907
69 C -10.69596 6.71843 -20.40359
70 H -10.15027 3.46744 -16.62757
71 H -9.29601 2.66418 -17.88444
72 H -10.92701 2.06497 -17.39991
73 H -9.78807 7.12414 -19.95722
74 H -11.54677 7.38895 -20.28274
75 H -10.44921 6.55436 -21.45255

Taken from the Löwdin analysis, the atomic charges in e are: number 1, Cl, carries 0.5813; number 2, C, carries -0.6360; number 3, C, carries -0.6023; number 4, Cl, carries 0.5208; number 5, H, carries 0.0692; number 6, H, carries 0.0632; number 7, H, carries 0.0342; number 8, H, carries 0.0732; number 9, C, carries 0.0653; number 10, N, carries -0.4169; number 11, O, carries 0.0723; number 12, O, carries 0.0422; number 13, H, carries 0.0861; number 14, H, carries 0.0989; number 15, H, carries 0.0962; number 16, C, carries -0.0402; number 17, O, carries -0.0551; number 18, C, carries -0.5606; number 19, O, carries 0.0811; number 20, O, carries 0.0002; number 21, C, carries 0.0031; number 22, H, carries 0.0990; number 23, H, carries 0.0945; number 24, H, carries 0.0742; number 25, H, carries 0.0980; number 26, H, carries 0.0926; number 27, H, carries 0.1048; number 28, C, carries -0.0594; number 29, O, carries -0.0221; number 30, C, carries -0.5318; number 31, O, carries 0.0938; number 32, O, carries 0.0034; number 33, C, carries -0.0269; number 34, H, carries 0.0948; number 35, H, carries 0.1063; number 36, H, carries 0.0761; number 37, H, carries 0.0629; number 38, H, carries 0.1080; number 39, H, carries 0.1011; number 40, C, carries -0.0382; number 41, O, carries 0.0154; number 42, C, carries -0.5276; number 43, O, carries 0.1079; number 44, O, carries 0.0027; number 45, C, carries -0.0768; number 46, H, carries 0.0930; number 47, H, carries 0.1006; number 48, H, carries 0.1046; number 49, H, carries 0.1072; number 50, H, carries 0.0832; number 51, H, carries 0.0667; number 52, C, carries 0.0158; number 53, O, carries 0.0478; number 54, C, carries -0.3608; number 55, O, carries 0.4403; number 56, O, carries 0.0729; number 57, C, carries 0.0088; number 58, H, carries 0.1114; number 59, H, carries 0.0382; number 60, H, carries 0.1125; number 61, H, carries 0.0935; number 62, H, carries 0.1023; number 63, H, carries 0.1153; number 64, C, carries -0.0631; number 65, O, carries -0.0033; number 66, C, carries -0.5254; number 67, O, carries 0.0812; number 68, O, carries 0.0193; number 69, C, carries -0.0382; number 70, H, carries 0.0814; number 71, H, carries 0.0793; number 72, H, carries 0.1047; number 73, H, carries 0.0800; number 74, H, carries 0.1094; number 75, H, carries 0.0922

F_max per entry: 2.36, 7.05 eV/A